C5H35NO15 | ωB97M-V/def2-TZVPD

Geometry as ORCA input:
```
! RIJCOSX wB97M-V def2-TZVPD def2/J DEFGRID3
* xyz 0 1
O 1.162 2.747 -1.822
C 2.036 2.274 -1.131
O 2.477 2.906 -0.029
C 2.625 0.925 -1.271
C 1.838 -0.080 -0.454
C 0.491 -0.510 -1.067
C -0.743 -1.568 0.565
N 0.088 -1.715 -0.361
H 1.932 3.712 0.109
H 2.802 0.640 -2.305
H 3.652 0.895 -0.905
H 1.573 0.233 0.553
H 2.427 -0.968 -0.203
H 0.741 -0.796 -2.096
H -0.191 0.342 -1.123
H -1.371 -0.688 0.749
H -0.925 -2.302 1.317
H -3.998 0.275 0.227
H -3.001 0.281 -0.945
O -3.369 0.834 -0.242
H -0.438 -2.689 3.973
H -0.240 -1.345 3.333
O -0.481 -2.257 3.115
H -1.810 2.302 -3.432
H -0.426 2.475 -2.974
O -1.164 1.920 -2.820
H -1.619 -2.019 -2.330
H -1.836 -0.528 -2.299
O -2.208 -1.356 -1.964
H -1.118 0.682 3.658
H 0.053 0.595 4.696
O -0.629 0.085 4.258
H -0.291 -4.497 0.908
H -0.906 -4.757 -0.511
O -0.336 -5.099 0.164
H 3.655 2.135 1.721
H 4.573 1.006 1.139
O 4.516 1.712 1.779
H -0.328 5.050 0.125
H -0.195 3.561 0.309
O 0.317 4.404 0.386
H -1.980 2.210 1.795
H -2.553 0.992 2.506
O -2.056 1.812 2.674
H -1.141 1.299 0.142
H -1.264 2.053 -1.103
O -1.311 2.204 -0.125
H 0.931 -4.481 -1.928
H 0.606 -3.025 -1.648
O 0.625 -3.681 -2.362
H 2.528 -1.413 -2.830
H 2.292 -1.946 -4.106
O 2.678 -1.123 -3.745
H -2.158 -1.500 2.516
H -3.606 -1.317 2.966
O -2.927 -0.900 2.447
*
```

C10H12O2 | ωB97M-V/def2-TZVPD

Geometry as ORCA input:
```
! RIJCOSX wB97M-V def2-TZVPD def2/J DEFGRID3
* xyz 0 1
C 3.099 -1.230 0.946
C 2.942 -0.495 -0.442
C 1.500 0.165 -0.616
C 1.578 1.572 -0.161
C 0.430 2.406 0.006
C -0.712 1.700 -0.525
C -0.847 0.234 -0.723
O -2.009 -0.337 -0.673
C -3.085 -0.102 0.230
C -4.119 -1.212 -0.041
O -3.265 1.113 0.828
C 0.241 -0.549 -0.747
H 3.082 -0.367 1.554
H 2.214 -1.743 1.323
H 3.937 -1.809 1.083
H 3.091 -1.335 -1.152
H 3.806 0.273 -0.235
H 2.588 1.840 0.143
H 0.315 3.472 0.489
H -1.776 2.203 0.009
H -4.413 -1.163 -1.197
H -3.645 -2.195 0.302
H -5.120 -0.789 0.441
H 0.167 -1.653 -0.841
*
```

Output
- SMILES string = CCc1cccc(OC(C)=O)c1

C2H7S3 | ωB97M-V/def2-TZVPD

Geometry as ORCA input:
```
! RIJCOSX wB97M-V def2-TZVPD def2/J DEFGRID3
* xyz -1 1
C -2.459 -0.789 1.484
S -4.032 0.051 0.879
H -1.777 -0.018 1.329
H -2.775 -0.980 2.560
H -1.864 -1.525 0.993
C 3.447 0.516 -2.019
S 2.279 -0.561 -1.015
S 1.364 0.606 0.310
H 4.190 0.815 -1.267
H 3.226 1.571 -2.552
H 3.933 -0.073 -2.706
H -4.638 0.311 2.072
*
```

Energy above the lowest of the compared OMol25 structures with the same formula, charge and spin values, unit kcal/mol, following the record order: 69.1; 104.4; 41.2.
E_HOMO values, unit Ha, following the record order: -0.384; -0.309; -0.074.